{
  "formula": "C30H47Cl2InN2P",
  "method": "ωB97M-V with the def2-TZVPD basis set",
  "elements": ["P", "C", "C", "C", "C", "C", "C", "C", "C", "C", "C", "C", "C", "C", "C", "C", "C", "C", "C", "H", "H", "H", "H", "H", "H", "H", "H", "H", "H", "H", "H", "H", "H", "H", "H", "H", "H", "H", "H", "H", "H", "H", "H", "H", "H", "H", "H", "H", "H", "H", "H", "H", "In", "Cl", "Cl", "C", "H", "C", "C", "C", "C", "C", "C", "H", "H", "H", "H", "H", "C", "C", "C", "C", "N", "N", "C", "H", "H", "H", "H", "H", "H", "H", "H"],
  "xyz": [[-0.118, 1.213, -3.130], [-1.771, 0.572, -3.659], [-2.333, 1.107, -4.979], [-3.789, 0.626, -5.147], [-3.932, -0.899, -5.023], [-3.290, -1.448, -3.750], [-1.841, -0.965, -3.579], [1.282, 0.463, -4.077], [1.205, 0.530, -5.604], [2.521, -0.007, -6.201], [2.893, -1.403, -5.690], [2.835, -1.533, -4.163], [1.540, -0.972, -3.570], [-0.024, 3.046, -3.224], [-1.214, 3.664, -2.456], [-1.065, 5.169, -2.172], [0.284, 5.533, -1.540], [1.462, 4.982, -2.342], [1.344, 3.479, -2.633], [-2.420, 0.969, -2.849], [-1.722, 0.756, -5.824], [-2.295, 2.206, -4.987], [-4.185, 0.962, -6.112], [-4.404, 1.095, -4.364], [-4.994, -1.170, -5.037], [-3.470, -1.372, -5.898], [-3.867, -1.122, -2.876], [-3.307, -2.545, -3.762], [-1.455, -1.320, -2.609], [-1.221, -1.408, -4.372], [2.147, 1.087, -3.778], [3.331, 0.690, -5.942], [1.031, 1.569, -5.924], [0.353, -0.069, -5.966], [2.450, -0.019, -7.293], [3.903, -1.659, -6.029], [2.215, -2.140, -6.139], [2.933, -2.585, -3.871], [3.682, -0.997, -3.716], [1.596, -0.986, -2.468], [0.700, -1.617, -3.860], [-0.085, 3.292, -4.303], [-2.146, 3.491, -3.014], [-1.321, 3.141, -1.491], [-1.191, 5.722, -3.110], [-1.881, 5.482, -1.509], [0.319, 5.130, -0.520], [0.372, 6.621, -1.452], [2.397, 5.160, -1.801], [1.541, 5.516, -3.294], [2.157, 3.179, -3.313], [1.504, 2.927, -1.691], [-0.249, -0.773, 1.457], [1.746, 0.218, 0.534], [-2.077, 0.702, 1.242], [-0.746, -2.574, 0.336], [-1.809, -2.757, 0.113], [0.161, -3.570, -0.014], [1.596, -3.360, 0.028], [2.466, -4.429, -0.067], [1.983, -5.731, -0.293], [0.598, -5.944, -0.469], [-0.299, -4.896, -0.373], [1.969, -2.340, 0.167], [3.541, -4.267, 0.031], [0.230, -6.948, -0.684], [-1.371, -5.058, -0.521], [2.678, -6.570, -0.351], [3.035, 0.114, 5.851], [1.765, -0.240, 5.192], [0.482, -0.472, 5.702], [-0.351, -0.750, 4.614], [0.397, -0.711, 3.492], [1.673, -0.414, 3.869], [-1.803, -1.023, 4.593], [2.919, 1.017, 6.466], [3.375, -0.689, 6.521], [3.827, 0.309, 5.114], [0.189, -0.427, 6.732], [2.408, -0.277, 3.175], [-2.137, -1.207, 5.622], [-2.378, -0.176, 4.187], [-2.041, -1.918, 3.997]],
  "atomic_forces_ev_per_a": [[0.4, -1.3, 2.6], [0.0, 0.6, -0.3], [-0.4, -0.3, 0.0], [0.1, 0.1, 0.0], [0.0, 0.1, -0.1], [0.3, 0.1, 0.0], [-0.1, 0.0, 0.1], [-0.3, 0.4, -0.3], [0.4, -0.3, 0.0], [-0.1, 0.1, 0.0], [-0.1, -0.1, 0.0], [-0.1, 0.1, 0.0], [0.1, 0.1, 0.0], [0.0, 0.2, -1.0], [0.2, -0.1, 0.2], [0.0, -0.1, -0.2], [-0.1, -0.2, 0.0], [-0.1, -0.2, -0.2], [-0.2, -0.2, 0.1], [0.2, -0.2, -0.2], [-0.1, 0.0, 0.1], [0.0, -0.2, -0.1], [0.0, 0.0, 0.1], [0.1, 0.0, -0.1], [0.1, 0.0, -0.1], [0.0, 0.0, 0.0], [0.0, 0.0, 0.0], [0.0, 0.2, 0.1], [0.0, 0.1, -0.3], [-0.1, 0.1, 0.1], [-0.2, -0.2, 0.0], [-0.1, 0.0, 0.0], [0.0, -0.2, 0.0], [0.2, 0.1, 0.1], [0.1, 0.0, 0.0], [-0.1, 0.0, -0.1], [0.0, 0.0, 0.0], [0.1, 0.2, 0.0], [0.0, 0.0, -0.1], [-0.1, 0.0, -0.4], [0.2, 0.1, 0.1], [0.1, 0.6, 0.3], [0.2, 0.0, 0.1], [0.1, 0.0, -0.2], [0.1, 0.0, 0.0], [0.1, 0.0, -0.1], [0.0, 0.0, -0.1], [0.0, -0.1, 0.0], [0.0, 0.0, -0.1], [-0.1, 0.1, 0.0], [-0.2, 0.1, 0.2], [-0.1, 0.0, -0.2], [-0.7, -2.2, -3.0], [0.6, 0.6, 0.4], [-0.5, 0.7, 0.4], [-0.5, 1.3, 0.6], [0.4, 0.1, 0.4], [0.3, -0.2, 0.3], [-0.4, -0.4, 0.1], [-0.4, -0.2, -0.1], [0.1, -0.3, 0.0], [0.3, 0.5, -0.1], [0.6, 0.2, -0.1], [-0.1, -0.5, 0.0], [-0.2, 0.0, -0.1], [0.1, 0.2, 0.0], [0.3, 0.0, 0.2], [-0.2, 0.2, 0.0], [0.7, 0.2, 0.4], [-1.2, -0.4, -0.1], [0.5, 0.2, -0.1], [1.4, 0.2, -0.6], [0.5, 0.3, 1.4], [-0.6, 0.1, 0.0], [-0.7, -0.2, 0.1], [0.0, -0.2, -0.2], [-0.1, 0.2, -0.2], [-0.2, -0.1, 0.2], [0.0, 0.0, 0.2], [-0.5, -0.1, -0.1], [0.0, 0.0, -0.2], [0.3, -0.3, 0.0], [0.1, 0.3, 0.1]],
  "orbital_gap_ha": 0.14457,
  "charge": -1,
  "energy_ha": -2732.8145
}

=====

{
  "formula": "C32H44N4P2SiSn",
  "method": "ωB97M-V with the def2-TZVPD basis set",
  "elements": ["Sn", "C", "C", "C", "C", "C", "C", "C", "C", "C", "H", "H", "H", "H", "H", "H", "H", "H", "H", "H", "H", "H", "H", "H", "H", "P", "P", "N", "N", "N", "N", "C", "C", "C", "C", "C", "C", "C", "C", "C", "C", "C", "C", "C", "C", "C", "C", "C", "C", "H", "H", "H", "H", "H", "H", "H", "H", "H", "H", "H", "H", "H", "H", "H", "H", "H", "H", "H", "H", "C", "Si", "C", "C", "C", "C", "H", "H", "H", "H", "H", "H", "H", "H", "H"],
  "xyz": [[-0.109, 2.247, -1.716], [-1.550, 2.243, -3.307], [-1.553, 0.812, -3.320], [-0.612, -0.043, -4.071], [0.800, 0.562, -4.320], [1.308, 1.489, -3.258], [1.346, 2.922, -3.357], [0.390, 3.760, -4.147], [-0.984, 3.087, -4.435], [0.567, 3.436, -0.050], [-2.433, 2.680, -2.818], [-2.522, 0.340, -3.100], [-1.062, -0.291, -5.056], [-0.512, -1.025, -3.563], [1.505, -0.294, -4.329], [0.822, 1.027, -5.320], [2.025, 1.024, -2.570], [2.262, 3.419, -2.987], [0.839, 4.080, -5.104], [0.211, 4.713, -3.623], [-1.715, 3.898, -4.586], [-0.924, 2.498, -5.367], [-0.276, 3.528, 0.647], [0.930, 4.419, -0.411], [1.365, 2.818, 0.410], [1.723, -0.555, 0.339], [-1.574, -1.532, 1.274], [3.242, 0.089, -0.668], [2.574, -1.814, 1.088], [-2.380, -0.162, 0.456], [-3.005, -2.572, 1.291], [0.461, -1.329, -0.786], [-0.660, -2.214, -0.163], [3.637, 1.412, -0.893], [4.711, 1.426, -1.786], [5.015, 0.070, -2.092], [4.110, -0.726, -1.408], [3.465, -1.578, 2.150], [4.311, -2.673, 2.245], [3.914, -3.617, 1.234], [2.844, -3.066, 0.549], [-2.399, 1.151, 0.947], [-3.214, 1.917, 0.115], [-3.658, 1.071, -0.947], [-3.126, -0.187, -0.718], [-3.794, -3.056, 0.248], [-5.026, -3.472, 0.733], [-5.014, -3.242, 2.150], [-3.779, -2.670, 2.463], [1.007, -1.960, -1.520], [0.038, -0.510, -1.418], [-1.369, -2.469, -0.963], [-0.210, -3.148, 0.229], [3.161, 2.228, -0.388], [5.205, 2.300, -2.181], [5.792, -0.285, -2.756], [4.031, -1.807, -1.383], [3.371, -0.690, 2.753], [5.118, -2.790, 2.950], [4.357, -4.578, 1.023], [2.198, -3.452, -0.223], [-1.855, 1.401, 1.832], [-3.500, 2.954, 0.248], [-4.307, 1.353, -1.767], [-3.254, -1.101, -1.282], [-3.396, -3.118, -0.760], [-5.859, -3.855, 0.146], [-5.818, -3.455, 2.849], [-3.360, -2.365, 3.410], [-1.908, 0.748, 5.131], [-0.311, 0.017, 4.483], [1.160, 0.863, 5.341], [-0.390, -1.831, 4.802], [0.164, 0.177, 2.677], [0.921, 0.190, 1.672], [-1.876, 0.662, 6.231], [-2.809, 0.210, 4.807], [-2.051, 1.814, 4.900], [1.119, 0.863, 6.442], [2.085, 0.349, 5.040], [1.247, 1.909, 5.004], [-1.144, -2.340, 4.186], [0.579, -2.290, 4.573], [-0.628, -2.014, 5.850]],
  "atomic_forces_ev_per_a": [[0.1, -1.2, 1.6], [-1.1, 0.9, 0.2], [-0.6, 0.7, -0.5], [0.9, -0.3, -0.1], [-0.7, -1.0, -0.4], [1.3, 0.7, 0.4], [0.2, -0.8, 0.3], [-0.5, 0.4, -1.1], [0.7, 0.7, -0.8], [0.0, 0.1, 0.2], [0.0, -0.4, -0.5], [0.8, 0.1, 0.7], [-0.1, 0.1, 0.4], [-0.2, 0.5, -0.2], [-0.3, 0.5, -0.3], [0.1, 0.0, 0.5], [0.3, 0.5, -0.9], [-0.7, -0.2, 0.2], [0.0, -0.2, 0.1], [0.1, -0.4, 0.0], [0.3, -0.4, -0.3], [-0.2, 0.3, 0.4], [0.4, 0.1, -0.2], [-0.2, -0.7, 0.3], [-0.6, 0.6, -0.3], [2.4, -1.8, -1.2], [-3.0, -0.1, -0.4], [-2.0, 0.5, 1.3], [-0.7, 0.5, 0.5], [0.6, 0.7, -0.2], [0.3, 0.0, 0.3], [0.2, 0.1, -0.8], [0.6, -0.2, 0.3], [0.7, 0.0, -0.8], [-1.3, -0.4, 1.1], [-1.1, -0.3, 0.5], [0.1, -0.2, -0.4], [0.7, -1.1, -0.1], [-1.0, 0.8, -0.5], [-1.0, 0.9, -0.4], [0.9, -0.6, 0.4], [-0.9, -0.4, -1.2], [0.6, -0.5, 0.1], [0.4, -0.6, 0.6], [-0.1, 0.7, 0.3], [-0.6, -0.4, 0.1], [1.1, 0.5, 0.1], [1.3, 0.7, -0.1], [-0.9, -0.7, -0.6], [0.1, 0.3, 0.5], [0.3, -0.4, 0.9], [0.4, 0.0, 0.1], [-0.3, 0.3, -0.3], [-0.1, 0.1, 0.1], [0.0, 0.0, 0.2], [-0.1, 0.0, 0.2], [0.0, 0.2, 0.1], [0.2, 0.1, -0.1], [-0.1, 0.0, 0.0], [-0.1, 0.0, 0.1], [0.2, -0.1, -0.1], [0.0, 0.1, 0.3], [0.2, -0.2, 0.1], [0.0, -0.1, 0.2], [-0.1, 0.2, 0.2], [-0.2, 0.0, 0.3], [0.4, 0.0, 0.2], [0.3, 0.1, -0.2], [-0.1, 0.0, 0.0], [-0.3, 0.3, -0.4], [-0.3, -0.2, 2.2], [0.1, -0.1, -0.6], [0.3, 0.0, -0.6], [2.7, 0.4, -2.9], [-1.0, 0.6, 1.6], [0.2, 0.0, -0.3], [0.2, 0.1, 0.0], [0.1, -0.3, 0.1], [-0.2, -0.1, -0.4], [-0.2, 0.1, 0.1], [0.0, -0.3, 0.2], [0.2, 0.2, 0.2], [-0.1, -0.1, 0.1], [0.0, 0.1, 0.0]],
  "orbital_gap_ha": [0.21519, 0.21527],
  "charge": 2,
  "energy_ha": -2650.4914
}

=====

{
  "formula": "C7H18N4P",
  "method": "ωB97M-V with the def2-TZVPD basis set",
  "elements": ["C", "C", "C", "C", "C", "C", "C", "N", "N", "N", "N", "P", "H", "H", "H", "H", "H", "H", "H", "H", "H", "H", "H", "H", "H", "H", "H", "H", "H", "H"],
  "xyz": [[-2.931, 0.621, -1.795], [0.266, -1.670, -1.145], [-0.717, -0.324, 1.857], [0.677, 1.819, -0.562], [1.256, -1.604, 0.047], [0.859, -0.077, 1.977], [1.820, 0.888, -0.239], [-1.087, -1.308, -0.782], [-1.375, 0.639, 1.075], [-0.396, 1.306, -1.289], [1.661, -0.311, 0.698], [-1.634, 0.303, -0.779], [-3.133, 1.679, -1.633], [-3.829, -0.012, -1.535], [0.693, -0.892, -1.887], [0.183, -2.613, -1.705], [-0.828, -1.170, 1.239], [-1.187, -0.423, 2.786], [0.355, 2.186, 0.357], [1.066, 2.679, -1.155], [1.068, -2.250, 0.889], [2.171, -2.012, -0.393], [0.943, 0.973, 2.233], [1.183, -0.697, 2.867], [2.316, 0.513, -1.201], [2.622, 1.510, 0.260], [-1.577, -2.099, -0.438], [-2.212, 1.118, 1.282], [-0.839, 1.805, -1.969], [2.605, -0.575, 0.940]],
  "atomic_forces_ev_per_a": [[-3.6, 0.5, -2.5], [0.3, 2.3, -0.6], [1.4, 1.0, -1.3], [1.1, 0.7, -0.4], [0.8, -1.9, -1.4], [-1.6, 0.3, 1.4], [2.7, 0.1, -1.1], [1.1, 1.3, -1.7], [1.7, 1.5, -1.7], [-1.3, -3.4, 0.0], [-1.6, 0.0, -0.4], [1.6, -2.6, 5.9], [-0.4, 0.1, -0.8], [1.2, 0.8, -0.8], [-0.9, -1.3, 0.9], [0.9, 0.0, 0.7], [0.0, -2.0, 0.3], [-0.1, -0.5, 1.7], [-0.8, 1.0, 1.7], [0.2, -0.7, 0.6], [-0.6, -0.4, 0.1], [0.2, 0.2, 0.1], [0.5, 0.1, 0.1], [0.4, 0.4, -1.5], [-0.7, 0.1, 1.4], [-0.9, -0.6, -0.4], [-1.0, 0.0, 0.3], [-0.7, 0.1, 1.3], [-0.3, 2.3, -2.5], [0.4, 0.5, 0.5]],
  "orbital_gap_ha": [0.14268, 0.26230],
  "s_squared": 2.01,
  "multiplicity": 3,
  "charge": 1,
  "energy_ha": -837.3999
}